[1]
Density functional theory data (the ωB97M-V functional and the def2-TZVPD basis) for an isolated ion of composition C5H6NO and charge +1 in a non-equilibrium geometry.

Last column: Mulliken charge in e.
Geometry (Å):
C 1.03320 0.82640 -2.02138  -0.984
C -0.16740 0.07995 -1.61707  -0.051
C -0.52711 -0.24521 -0.38432  0.123
C -0.46721 -0.28894 0.90293  0.352
N -1.13046 -0.39068 1.98152  -0.250
C -0.99139 -1.00687 3.26194  0.188
O -0.28417 -2.00820 4.26250  -0.339
H 0.92259 1.35611 -2.95549  0.333
H 1.63940 -0.02541 -2.09546  0.334
H 1.49294 1.51310 -1.29575  0.361
H -0.73052 -0.44401 -2.47440  0.306
H -1.73442 -0.60955 3.91447  0.242
H -0.68879 -1.56421 5.02906  0.386

Properties
- Energy above the lowest of the compared OMol25 structures with the same formula, charge and spin: 153.73 kcal/mol
- DFT total energy: -323.624999 hartree
- SMILES: CC=C=C=[N+]=CO
- HOMO energy: -14.36 eV
- 2S+1: 1
- Total charge: +1

[2]
Density functional theory data (the ωB97M-V functional and the def2-TZVPD basis) for an isolated ion of composition C5H12N3O and charge +1 in a non-equilibrium geometry.

Last column: Mulliken charge in e.
Geometry (Å):
C 1.41273 -0.98275 -0.86779  0.549
C -0.04667 -1.52131 -0.78971  -0.491
C -0.23176 0.39071 0.68941  0.021
C -0.20566 1.87574 0.59573  -1.215
C -2.23646 -0.85419 -0.05659  -0.883
N 1.66179 -0.12993 0.13978  0.148
N 2.64167 0.70478 0.42068  -0.578
N -0.88713 -0.35970 -0.42790  0.010
O 2.12065 -1.32399 -1.76978  -0.527
H -0.19904 -2.02327 -1.77937  0.326
H -0.25283 -2.28401 -0.01596  0.332
H -0.47335 -0.06423 1.72893  0.322
H 0.22163 2.20372 1.58475  0.364
H -1.16553 2.40455 0.47526  0.337
H 0.51640 2.24883 -0.08587  0.376
H -2.18467 -1.49972 0.86340  0.399
H -2.81945 0.15489 0.20093  0.295
H -2.78340 -1.34173 -0.82044  0.370
H 2.70791 1.54212 -0.09354  0.208
H 3.12404 0.60934 1.26330  0.229
H -0.92085 0.25016 -1.25522  0.408

Properties
- Energy above the lowest of the compared OMol25 structures with the same formula, charge and spin: 109.25 kcal/mol
- DFT total energy: -436.854690 hartree
- HOMO energy: -13.22 eV
- 2S+1: 1
- Total charge: +1

[3]
Density functional theory data (the ωB97M-V functional and the def2-TZVPD basis) for C21H32BrCl5FKMgN4O9PS as an isolated structure in a non-equilibrium geometry.

Last column: Mulliken charge in e.
Geometry (Å):
C -3.50328 2.45197 4.54257  -1.281
C -3.25403 3.17912 3.18866  -0.542
C -3.68326 2.30058 2.00352  -1.057
C -2.65270 1.29303 1.53517  0.792
C -3.07517 -0.08918 1.39987  0.285
O -4.34228 -0.44272 1.71832  -0.532
C -5.31416 -0.06926 0.71882  -0.172
C -5.90389 -1.33216 0.05830  -1.276
C -2.20749 -1.05163 0.96208  0.860
P -2.74256 -2.81062 0.82160  0.278
S -3.70627 -3.49536 2.37705  -0.410
C -0.85191 -0.73714 0.62562  -0.437
N -0.05080 -1.72642 0.18714  -0.469
C 1.17624 -1.30831 -0.07384  0.854
C 2.06052 -2.42187 -0.58148  -0.782
Br 3.47133 -2.88784 0.74069  -0.323
C 2.61976 -2.19824 -2.02230  -0.368
C 1.96926 -3.16265 -3.04385  -0.945
C 1.64088 0.01695 0.10490  -0.149
C 3.07265 0.48367 -0.16266  -0.582
C 3.70577 0.85570 1.22794  0.220
C 5.00109 0.10941 1.54728  -0.777
O 3.66905 -0.17177 2.17526  -0.228
N 0.83834 0.97866 0.52583  -0.138
C -0.42868 0.58775 0.77604  -0.288
C -1.36804 1.59461 1.23425  -0.106
N -0.91310 2.93922 1.35613  -0.253
H -2.91723 1.52386 4.59071  0.276
H -4.57582 2.22474 4.60907  0.301
H -3.21600 3.12532 5.35720  0.439
H -3.84517 4.13283 3.18417  0.503
H -2.20914 3.47579 3.16421  0.382
H -3.90224 2.97330 1.15495  0.331
H -4.62474 1.78391 2.21984  0.155
H -6.15567 0.40835 1.23946  0.390
H -4.93547 0.64296 -0.02413  0.254
H -6.90209 -1.15443 -0.35013  0.441
H -5.19710 -1.75750 -0.66107  0.204
H -6.01402 -2.06524 0.86909  0.315
H -3.46851 -3.02414 -0.36840  0.060
H -1.54402 -3.54730 0.72580  0.007
H 1.43547 -3.31932 -0.65621  0.476
H 2.35932 -1.16821 -2.28981  0.365
H 3.71027 -2.31081 -2.07020  0.521
H 2.46021 -4.14695 -2.92905  -0.215
H 0.91637 -3.29777 -2.76616  0.367
H 2.02970 -2.79402 -4.06985  0.417
H 3.09835 1.39752 -0.76075  0.507
H 3.73361 -0.30975 -0.51398  0.235
H 3.63898 1.89388 1.55407  0.279
H 5.32760 -0.70365 0.90298  0.178
H 5.51367 0.32772 2.48193  0.341
H -0.78573 3.36493 0.44558  0.280
H -0.01720 2.88211 1.84556  0.321
N 4.40778 -6.10445 -2.36522  -0.456
H 5.02223 -5.91855 -3.16285  0.386
H 4.72980 -6.94328 -1.87565  0.397
H 4.42822 -5.30334 -1.72479  0.262
H 3.45082 -6.24862 -2.69964  0.378
C -1.71296 2.30361 -3.06678  0.293
Cl -0.82259 1.53323 -4.38745  -0.098
Cl -3.42673 1.87323 -3.16890  -0.116
Cl -1.05263 1.74099 -1.52107  0.077
Cl -1.53607 4.05516 -3.17535  -0.104
O 1.75188 3.36227 -6.09437  -0.547
Cl 2.76550 2.37005 -6.08260  1.649
O 3.49162 2.38915 -4.85243  -0.609
O 3.72786 2.67847 -7.19008  -0.654
O 2.22029 1.07422 -6.32766  -0.573
C 1.76275 1.95806 4.30625  0.698
O 2.06482 0.80243 4.69225  -0.650
O 1.44586 1.99863 2.93273  -0.333
O 1.70648 3.01326 4.92765  -0.622
H 1.59631 1.04766 2.80304  0.063
K 2.40031 -4.10050 2.71999  0.890
Mg 5.33566 3.36327 -8.14904  0.867
F -2.89789 5.61140 2.63416  -0.501

Properties
- DFT total energy: -8229.064466 hartree
- HOMO energy: -8.09 eV
- 2S+1: 1
- Total charge: +1